Run A
{"formula": "C32H16AlBr2ClF5N3O3", "method": "ωB97M-V/def2-TZVPD", "homo_ev": -7.8, "homo_lumo_gap_ev": 6.6362, "e_lumo_ev": -1.21, "symbols": ["Al", "Cl", "C", "C", "C", "C", "O", "C", "C", "N", "C", "C", "C", "C", "C", "C", "C", "C", "N", "C", "C", "H", "H", "H", "H", "H", "H", "H", "H", "H", "H", "C", "C", "C", "C", "C", "C", "Br", "C", "C", "Br", "C", "O", "C", "N", "H", "H", "H", "H", "H", "H", "F", "C", "C", "F", "C", "F", "C", "O", "C", "F", "C", "F"], "positions_angstrom": [[-0.2724, -0.4161, -0.5478], [5.3081, 1.9855, -4.5244], [3.8886, 1.6632, -3.5674], [2.8144, 2.5608, -3.5987], [1.6816, 2.3209, -2.8599], [1.5673, 1.1643, -2.0709], [0.4675, 0.9569, -1.3981], [2.6729, 0.2823, -2.0226], [2.6793, -0.8489, -1.1376], [1.6850, -1.1629, -0.3917], [1.7246, -2.2241, 0.5429], [2.5600, -3.3014, 0.5822], [2.4569, -4.2391, 1.6379], [1.5407, -4.0828, 2.6379], [0.6381, -2.9913, 2.6016], [-0.3591, -2.7362, 3.5725], [-1.2085, -1.6768, 3.4217], [-1.1107, -0.8717, 2.2739], [-0.1830, -1.0743, 1.3600], [0.7122, -2.1013, 1.5281], [3.8238, 0.5474, -2.7842], [2.8876, 3.4500, -4.2124], [0.8429, 3.0073, -2.8792], [3.6029, -1.4297, -1.0817], [3.3010, -3.4504, -0.1965], [3.1241, -5.0929, 1.6470], [1.4816, -4.7919, 3.4561], [-0.4395, -3.3903, 4.4340], [-1.9760, -1.4656, 4.1530], [-1.7979, -0.0592, 2.0718], [4.6650, -0.1372, -2.7452], [0.7019, 2.6696, 3.0412], [-0.2564, 3.1339, 1.9728], [-0.5665, 4.5085, 1.8285], [-1.4514, 4.9032, 0.8731], [-2.0588, 3.9405, 0.0345], [-2.9949, 4.2307, -0.9907], [-3.4941, 6.0263, -1.3533], [-3.5442, 3.2399, -1.7413], [-3.1733, 1.9002, -1.5162], [-3.9225, 0.5474, -2.6007], [-2.2530, 1.5417, -0.5598], [-1.8867, 0.2881, -0.3629], [-1.6964, 2.5927, 0.2494], [-0.7989, 2.2184, 1.2072], [0.1485, 2.3913, 3.9426], [1.4113, 3.4522, 3.3139], [1.2497, 1.7917, 2.6978], [-0.0933, 5.2336, 2.4803], [-1.6897, 5.9499, 0.7379], [-4.2541, 3.4733, -2.5226], [-3.1548, -4.7017, -5.3330], [-2.5447, -4.0248, -4.3552], [-1.7435, -2.9420, -4.6521], [-1.5740, -2.5735, -5.9228], [-1.1196, -2.2486, -3.6379], [-0.3456, -1.1981, -3.9420], [-1.2742, -2.5956, -2.2956], [-0.6878, -1.9242, -1.3363], [-2.0762, -3.7011, -2.0303], [-2.2500, -4.0897, -0.7615], [-2.7064, -4.4021, -3.0390], [-3.4769, -5.4506, -2.7440]], "lowdin_charge": [0.00, 0.65, -0.67, -0.08, 0.02, -0.26, 0.04, -0.11, 0.00, 0.11, -0.16, 0.01, -0.05, -0.02, -0.14, 0.02, -0.01, -0.04, 0.13, -0.11, -0.06, 0.11, 0.13, 0.14, 0.12, 0.11, 0.12, 0.13, 0.11, 0.12, 0.12, -0.03, -0.31, -0.01, -0.03, -0.19, -0.63, 0.76, -0.17, -0.58, 0.82, -0.34, -0.04, -0.13, 0.17, 0.08, 0.07, 0.07, 0.11, 0.08, 0.10, 0.12, -0.15, -0.15, 0.12, -0.14, 0.11, -0.21, 0.05, -0.13, 0.11, -0.15, 0.12]}

Run B
{"formula": "C32H16AlBr2ClF5N3O3", "method": "ωB97M-V/def2-TZVPD", "homo_ev": -7.7, "homo_lumo_gap_ev": 6.5704, "e_lumo_ev": -1.16, "symbols": ["Al", "Cl", "C", "C", "C", "C", "O", "C", "C", "N", "C", "C", "C", "C", "C", "C", "C", "C", "N", "C", "C", "H", "H", "H", "H", "H", "H", "H", "H", "H", "H", "C", "C", "C", "C", "C", "C", "Br", "C", "C", "Br", "C", "O", "C", "N", "H", "H", "H", "H", "H", "H", "F", "C", "C", "F", "C", "F", "C", "O", "C", "F", "C", "F"], "positions_angstrom": [[0.0632, 0.0219, 0.2025], [5.1619, 4.8055, 0.1666], [3.8833, 3.6791, -0.1805], [2.8035, 4.0877, -0.9732], [1.7936, 3.2101, -1.2782], [1.7963, 1.8910, -0.7815], [0.8323, 1.0672, -1.1062], [2.8940, 1.5007, 0.0340], [2.9998, 0.1292, 0.4351], [1.9738, -0.6440, 0.3989], [2.0236, -2.0447, 0.4481], [3.0099, -2.8207, 0.9885], [2.9192, -4.2274, 0.9374], [1.8416, -4.8391, 0.3666], [0.7888, -4.0615, -0.1736], [-0.3959, -4.6216, -0.6993], [-1.4004, -3.8018, -1.1218], [-1.2216, -2.4112, -1.0427], [-0.1133, -1.8513, -0.6167], [0.8882, -2.6616, -0.1458], [3.9366, 2.4030, 0.3066], [2.7750, 5.1041, -1.3428], [0.9527, 3.5160, -1.8867], [3.9862, -0.2631, 0.6871], [3.8576, -2.3582, 1.4767], [3.7114, -4.8208, 1.3733], [1.7645, -5.9184, 0.3397], [-0.5052, -5.6988, -0.7304], [-2.3358, -4.1946, -1.4929], [-2.0250, -1.7403, -1.3122], [4.7759, 2.0895, 0.9153], [-1.3314, -0.2705, -3.3531], [-2.0593, 0.6861, -2.4514], [-3.1320, 1.4309, -3.0032], [-3.7119, 2.4335, -2.2910], [-3.2032, 2.7524, -1.0116], [-3.6240, 3.8429, -0.2138], [-5.0277, 4.9747, -0.8074], [-3.0210, 4.1160, 0.9806], [-1.9713, 3.3051, 1.4383], [-1.1474, 3.6831, 3.0924], [-1.5346, 2.2113, 0.7206], [-0.6074, 1.3978, 1.1229], [-2.1713, 1.9282, -0.5231], [-1.6476, 0.8749, -1.2195], [-1.9812, -1.0795, -3.6931], [-0.4460, -0.6750, -2.8730], [-1.0003, 0.2751, -4.2383], [-3.4611, 1.2024, -4.0086], [-4.5244, 3.0146, -2.7048], [-3.3436, 4.9546, 1.5808], [-3.0954, 0.5314, 6.1674], [-2.4232, 0.1564, 5.0727], [-3.0773, 0.0292, 3.8598], [-4.3860, 0.2898, 3.7784], [-2.3744, -0.3648, 2.7396], [-3.0194, -0.4607, 1.5612], [-1.0061, -0.6395, 2.7697], [-0.3497, -0.9989, 1.6874], [-0.3782, -0.5009, 4.0069], [0.9430, -0.7264, 4.0944], [-1.0682, -0.1128, 5.1405], [-0.4267, 0.0111, 6.3069]], "lowdin_charge": [0.03, 0.65, -0.67, -0.08, 0.02, -0.28, 0.00, -0.12, 0.01, 0.11, -0.15, 0.02, -0.05, -0.02, -0.13, 0.02, -0.01, -0.07, 0.13, -0.10, -0.06, 0.11, 0.12, 0.14, 0.12, 0.11, 0.12, 0.13, 0.11, 0.12, 0.12, -0.03, -0.29, -0.01, -0.01, -0.18, -0.62, 0.76, -0.16, -0.58, 0.81, -0.34, -0.01, -0.11, 0.17, 0.09, 0.06, 0.09, 0.12, 0.08, 0.10, 0.11, -0.15, -0.14, 0.12, -0.13, 0.11, -0.22, 0.00, -0.13, 0.11, -0.14, 0.12]}

Tell me which of them is the most stable. Sure, it is run A.